one:
Below is a 4-piece molecular cluster, C2H11NO4 overall, with properties calculated with ωB97M-V/def2-TZVPD.

Element x y z (Å)
O 0.982 0.951 -1.653
C 0.369 -0.028 -1.309
C 0.907 -1.403 -1.094
N 0.657 -1.729 0.320
H -0.711 0.090 -1.137
H 1.975 -1.451 -1.329
H 0.408 -2.066 -1.808
H 0.926 -0.966 0.929
H 1.298 -2.489 0.541
H 2.588 2.356 0.911
H 1.866 1.497 -0.055
O 2.053 1.576 0.874
H -2.691 0.230 0.113
H -3.862 -0.710 0.109
O -2.972 -0.611 -0.254
H -1.784 1.521 2.742
H -0.679 0.567 2.411
O -1.535 0.841 2.109

Output
multiplicity: 1
orbital gap: 0.3811 hartree
total charge: 0
E_LUMO: 0.66 eV
SMILES string: NCC=O.O.O.O
HOMO level: -9.7 eV

---

two:
Below is a 4-piece molecular cluster, C2H11NO4 overall, with properties calculated with ωB97M-V/def2-TZVPD.

Element x y z (Å)
C 0.956 0.573 1.326
C 0.935 -0.452 0.188
N -0.268 -0.988 -0.114
O 1.936 -0.749 -0.442
H 1.907 0.301 1.836
H 0.777 1.589 0.993
H 0.267 0.296 2.123
H -1.053 -1.091 0.511
H -0.212 -1.772 -0.754
H -3.242 -0.169 1.804
H -3.086 0.489 0.433
O -2.632 0.365 1.267
H 1.718 -1.393 -2.661
H 2.063 -2.856 -1.956
O 1.807 -2.332 -2.700
H -1.037 3.167 -0.157
H 0.043 2.388 -0.763
O -0.878 2.635 -0.935

Output
multiplicity: 1
orbital gap: 0.3736 hartree
total charge: 0
E_LUMO: 0.33 eV
SMILES string: CC(N)=O.O.O.O
HOMO level: -9.8 eV

---

Stability, highest: two

---

one:
Below is a 10-piece molecular cluster, C30H70N10O10 overall, with properties calculated with ωB97M-V/def2-TZVPD.

Element x y z (Å)
C -4.767 11.821 12.772
O -5.198 11.292 11.782
N -3.718 12.644 12.876
C -3.323 13.044 14.167
C -2.909 13.196 11.746
H -5.081 11.528 13.785
H -3.141 14.110 14.032
H -2.356 12.811 14.612
H -4.057 12.894 14.959
H -3.690 13.629 11.120
H -2.238 13.913 12.219
H -2.416 12.501 11.066
C 3.395 14.187 13.021
O 2.792 13.358 13.789
N 4.283 13.966 12.020
C 5.181 14.962 11.469
C 4.760 12.645 11.892
H 3.182 15.246 13.230
H 4.607 15.885 11.381
H 5.134 14.634 10.431
H 6.246 15.142 11.616
H 5.492 12.474 12.682
H 4.004 11.863 11.815
H 5.167 12.471 10.896
C 2.942 21.403 16.601
O 4.036 20.983 17.045
N 1.802 20.717 16.426
C 0.724 21.157 15.481
C 1.682 19.394 17.006
H 2.671 22.457 16.432
H -0.216 20.860 15.944
H 0.856 20.680 14.510
H 0.751 22.218 15.233
H 0.982 18.815 16.404
H 2.623 18.882 17.206
H 1.174 19.545 17.958
C 5.046 18.245 14.267
O 4.300 17.494 13.567
N 5.462 17.960 15.521
C 6.325 18.970 16.142
C 5.053 16.788 16.301
H 5.364 19.263 13.995
H 5.839 19.329 17.049
H 6.320 19.910 15.590
H 7.257 18.458 16.382
H 5.904 16.126 16.461
H 4.582 16.962 17.269
H 4.284 16.224 15.773
C -0.633 13.035 23.054
O -0.815 14.169 23.445
N -0.461 12.707 21.738
C -0.622 11.353 21.245
C -0.546 13.818 20.798
H -0.614 12.130 23.681
H 0.316 11.003 20.814
H -1.507 11.250 20.617
H -0.778 10.826 22.186
H 0.219 14.542 21.081
H -0.122 13.574 19.824
H -1.584 14.128 20.674
C 0.056 9.664 17.332
O 0.819 8.821 17.886
N 0.399 10.489 16.352
C 1.659 10.410 15.582
C -0.537 11.433 15.802
H -1.006 9.740 17.611
H 2.409 9.798 16.083
H 2.032 11.421 15.418
H 1.510 9.837 14.667
H -0.075 12.126 15.098
H -1.379 11.031 15.239
H -0.929 12.049 16.611
C 3.300 10.968 21.802
O 3.100 9.978 22.434
N 3.191 11.188 20.442
C 3.203 10.128 19.499
C 2.884 12.484 20.030
H 3.383 11.940 22.313
H 4.192 10.144 19.041
H 2.366 10.268 18.815
H 3.008 9.145 19.927
H 2.836 13.290 20.762
H 3.705 12.925 19.466
H 1.994 12.504 19.401
C -7.604 16.027 16.054
O -7.310 16.875 15.225
N -6.608 15.496 16.849
C -5.181 15.982 16.978
C -6.816 14.298 17.660
H -8.610 15.592 16.157
H -4.975 16.542 16.066
H -4.441 15.182 16.968
H -5.250 16.594 17.877
H -7.863 13.993 17.661
H -6.009 13.596 17.452
H -6.657 14.654 18.678
C -2.334 16.902 20.388
O -3.270 16.224 19.971
N -2.258 18.213 20.214
C -3.365 18.910 19.414
C -1.047 18.952 20.681
H -1.403 16.453 20.766
H -4.219 18.318 19.085
H -3.118 19.587 18.596
H -3.769 19.731 20.005
H -0.235 18.320 21.041
H -0.573 19.719 20.069
H -1.472 19.475 21.538
C -0.078 15.067 15.344
O -0.948 15.310 14.554
N 0.009 15.566 16.593
C 1.157 15.284 17.463
C -0.984 16.525 17.148
H 0.787 14.422 15.123
H 1.577 16.216 17.840
H 1.998 14.871 16.907
H 0.771 14.625 18.241
H -1.742 16.030 17.755
H -0.400 17.236 17.732
H -1.630 17.009 16.415

Output
multiplicity: 1
orbital gap: 0.3277 hartree
total charge: 0
E_LUMO: -0.02 eV
SMILES string: CN(C)C=O.CN(C)C=O.CN(C)C=O.CN(C)C=O.CN(C)C=O.CN(C)C=O.CN(C)C=O.CN(C)C=O.CN(C)C=O.CN(C)C=O
HOMO level: -8.9 eV

---

two:
Below is a 10-piece molecular cluster, C30H70N10O10 overall, with properties calculated with ωB97M-V/def2-TZVPD.

Element x y z (Å)
C 2.863 -1.074 4.531
O 2.982 -0.449 5.566
N 3.764 -1.069 3.535
C 4.916 -0.185 3.560
C 3.690 -2.038 2.454
H 1.999 -1.715 4.293
H 4.600 0.763 3.990
H 5.309 -0.055 2.554
H 5.751 -0.540 4.170
H 3.606 -1.638 1.449
H 4.627 -2.606 2.512
H 2.960 -2.836 2.588
C -0.304 0.196 -1.218
O 0.356 0.689 -2.120
N 0.236 -0.315 -0.107
C -0.521 -1.059 0.865
C 1.647 -0.299 0.147
H -1.390 0.099 -1.338
H -0.184 -2.096 0.926
H -1.589 -0.928 0.710
H -0.301 -0.692 1.873
H 1.819 0.114 1.145
H 1.971 -1.348 0.115
H 2.281 0.222 -0.560
C -0.520 1.198 3.638
O 0.100 2.071 3.070
N -1.860 0.974 3.568
C -2.459 -0.132 4.296
C -2.652 1.698 2.597
H -0.063 0.435 4.293
H -1.736 -0.624 4.942
H -2.795 -0.886 3.580
H -3.281 0.265 4.891
H -2.844 1.073 1.720
H -3.559 2.088 3.061
H -2.068 2.555 2.267
C -0.404 -3.994 2.950
O -0.258 -2.937 3.541
N -0.587 -5.176 3.539
C -0.762 -6.384 2.754
C -0.893 -5.311 4.954
H -0.305 -3.968 1.861
H -1.818 -6.575 2.554
H -0.285 -7.222 3.263
H -0.223 -6.333 1.807
H -0.413 -6.186 5.386
H -0.731 -4.365 5.457
H -1.965 -5.548 5.022
C -3.755 4.449 -1.025
O -4.680 4.712 -0.292
N -3.066 3.295 -1.001
C -1.994 3.011 -1.900
C -3.455 2.244 -0.076
H -3.399 5.137 -1.803
H -2.245 2.240 -2.632
H -1.057 2.771 -1.393
H -1.709 3.889 -2.485
H -4.088 1.517 -0.586
H -2.589 1.763 0.377
H -4.026 2.678 0.743
C -6.063 -0.854 -0.157
O -5.107 -0.927 -0.915
N -5.965 -0.674 1.172
C -4.684 -0.467 1.799
C -7.103 -0.606 2.066
H -7.100 -0.913 -0.513
H -4.496 -0.930 2.770
H -4.512 0.603 1.950
H -3.884 -0.857 1.171
H -6.990 -1.260 2.927
H -7.232 0.429 2.400
H -8.025 -0.858 1.540
C 1.654 1.633 -6.852
O 2.618 1.924 -7.524
N 1.038 2.424 -5.953
C 1.465 3.797 -5.881
C -0.083 1.914 -5.170
H 1.188 0.635 -6.906
H 1.026 4.397 -5.085
H 1.230 4.360 -6.791
H 2.550 3.874 -5.782
H 0.063 0.839 -5.096
H -0.155 2.388 -4.201
H -1.020 2.075 -5.718
C -1.657 -4.448 -0.856
O -1.806 -3.650 0.043
N -2.478 -4.556 -1.919
C -3.761 -3.891 -1.947
C -2.263 -5.592 -2.916
H -0.815 -5.157 -0.931
H -3.778 -2.954 -1.398
H -4.569 -4.510 -1.535
H -4.054 -3.688 -2.978
H -2.303 -5.165 -3.920
H -1.308 -6.090 -2.791
H -3.106 -6.288 -2.876
C 5.781 2.636 -3.953
O 6.279 1.624 -4.388
N 4.506 2.754 -3.498
C 3.972 3.988 -2.962
C 3.651 1.586 -3.417
H 6.293 3.611 -3.973
H 3.203 4.465 -3.571
H 4.731 4.716 -2.681
H 3.505 3.673 -2.021
H 4.200 0.708 -3.740
H 3.257 1.524 -2.397
H 2.787 1.685 -4.083
C 5.935 2.365 -0.409
O 6.823 3.054 -0.856
N 4.884 2.812 0.309
C 3.891 1.909 0.857
C 4.650 4.218 0.570
H 5.970 1.264 -0.455
H 3.925 2.006 1.949
H 4.050 0.903 0.489
H 2.865 2.240 0.672
H 3.692 4.517 0.128
H 4.645 4.405 1.641
H 5.346 4.813 -0.019

Output
multiplicity: 1
orbital gap: 0.3252 hartree
total charge: 0
E_LUMO: 0.10 eV
SMILES string: CN(C)C=O.CN(C)C=O.CN(C)C=O.CN(C)C=O.CN(C)C=O.CN(C)C=O.CN(C)C=O.CN(C)C=O.CN(C)C=O.CN(C)C=O
HOMO level: -8.8 eV

---

Stability, highest: two